A 5-piece molecular cluster, C31H65BBrN2O12PS overall at a distorted geometry, computed with ωB97M-V/def2-TZVPD.

Values from the calculation:
SMILES ... CB(O)[C@@H](C[C@@H](C)Br)O[C@H](CCCCOC=O)CN(CCCS)[PH2]=N.CCOC(C)=O.CCOC(C)=O.CCOC(C)=O.CCOC(C)=O
LUMO level ... 0.45 eV

Last column: Mulliken charge in e.
Atoms and positions in Å:
C -3.155776 0.022929 -2.061379  -0.786
B -2.360429 1.430836 -1.900093  0.681
O -2.802854 2.635243 -2.606392  -0.626
C -0.992907 1.627650 -0.991744  0.822
C 0.306908 1.261991 -1.855963  -0.495
C 0.224137 -0.111912 -2.664607  0.226
C 1.712876 -0.353631 -3.284878  -0.981
Br -0.147208 -1.711206 -1.515439  -0.195
O -1.035051 2.992714 -0.505692  -0.399
C 0.036097 3.283432 0.410606  1.010
C -0.492491 3.654563 1.907036  -0.925
C -1.660799 2.686694 2.421656  -0.460
C -1.134076 1.448149 3.314474  -0.845
C 0.172682 0.734467 2.714200  0.478
O 0.633016 -0.215264 3.748163  -0.328
C 0.775342 -1.504689 3.180876  0.388
O 1.697091 -2.250186 3.596070  -0.547
C 0.722144 4.656477 -0.131740  -1.501
N 1.706897 4.426985 -1.240043  0.591
C 2.978246 5.211914 -0.951191  -0.774
C 4.165595 4.207565 -0.534653  -0.415
C 5.050987 4.722820 0.707892  -0.614
S 5.516671 6.523231 0.614464  -0.282
P 1.067156 5.221864 -2.711179  -0.011
N -0.115301 4.398349 -3.407706  -0.494
H -2.968155 -0.685635 -1.190785  0.223
H -2.701469 -0.490708 -2.994143  0.233
H -4.258417 0.197567 -2.300029  0.223
H -2.809319 2.327576 -3.555160  0.042
H -1.110674 0.913238 -0.091835  -0.455
H 1.173825 1.132473 -1.100759  0.349
H 0.642107 2.099146 -2.562440  -0.085
H -0.472757 -0.089914 -3.570750  0.253
H 2.517839 0.165167 -2.680839  0.250
H 1.930611 -1.458651 -3.477815  0.396
H 1.707560 0.165415 -4.315709  0.093
H 0.791038 2.443079 0.555327  -0.173
H -0.764087 4.773083 1.969134  0.407
H 0.397447 3.523560 2.629110  0.333
H -2.309989 3.321561 3.137310  0.334
H -2.349345 2.382536 1.568192  0.166
H -1.979542 0.662959 3.303205  0.254
H -0.957678 1.734027 4.416317  0.310
H -0.125759 0.170716 1.752259  -0.055
H 1.025070 1.460144 2.499279  0.007
H 0.095921 -1.944714 2.372102  0.293
H -0.130865 5.310964 -0.556238  0.284
H 1.148013 5.171636 0.790593  0.299
H 2.823686 6.075382 -0.224865  0.458
H 3.302571 5.693600 -1.951522  0.361
H 3.696203 3.213639 -0.217328  0.160
H 4.772700 4.004031 -1.478999  0.304
H 4.509255 4.454229 1.686395  0.299
H 6.023776 4.103977 0.692080  0.350
H 5.007467 7.093415 1.792039  0.143
H 0.541651 6.539093 -2.393071  0.083
H 2.106679 5.361827 -3.713136  0.064
H -0.979154 4.955338 -3.444284  0.206
C 6.469841 -0.801242 -6.620107  -0.992
C 4.966937 -0.920081 -6.472743  -0.436
O 4.534686 -0.437926 -5.191912  -0.372
C 4.268048 0.850309 -4.917902  0.828
C 4.699747 1.910238 -5.892135  -1.225
O 3.752939 1.150648 -3.863990  -0.454
H 6.797515 0.239794 -6.576564  0.273
H 6.798413 -1.227264 -7.570282  0.364
H 6.975146 -1.326802 -5.805722  0.308
H 4.424758 -0.426002 -7.282646  0.349
H 4.684890 -1.974687 -6.512266  0.338
H 5.683749 2.283106 -5.603005  0.300
H 3.978735 2.728957 -5.853698  0.272
H 4.723971 1.573071 -6.926396  0.405
C -0.085306 -4.363418 4.895215  -0.677
C -0.847915 -4.817866 3.668571  -0.229
O -0.737511 -6.236286 3.488039  -0.394
C -1.537075 -7.140133 4.085268  0.615
C -2.417940 -6.699402 5.220407  -0.616
O -1.486365 -8.304480 3.756248  -0.593
H -0.492465 -4.804730 5.808231  0.188
H -0.121458 -3.277874 4.990966  0.226
H 0.959813 -4.675354 4.831191  0.274
H -1.894828 -4.503695 3.684323  0.322
H -0.402751 -4.361944 2.780472  0.180
H -1.897449 -6.865497 6.163845  0.073
H -3.329284 -7.296957 5.203227  0.368
H -2.733551 -5.660067 5.153047  0.244
C -3.171700 3.371352 -8.727970  -0.930
C -4.295428 2.408888 -8.402837  -0.409
O -3.846211 1.371693 -7.518936  -0.370
C -3.808861 1.481837 -6.179834  0.733
C -3.970464 2.837008 -5.552205  -1.034
O -3.572958 0.509662 -5.497034  -0.514
H -2.812291 3.887060 -7.834757  0.268
H -3.503339 4.120837 -9.449593  0.349
H -2.318261 2.832577 -9.147718  0.288
H -5.177841 2.913202 -8.001469  0.377
H -4.616870 1.909695 -9.319865  0.298
H -2.984035 3.278615 -5.394007  0.264
H -4.469460 2.714107 -4.589171  0.420
H -4.589867 3.518809 -6.131086  0.380
C -0.986191 -7.025203 10.691226  -0.988
C -2.081709 -6.103398 10.196485  -0.394
O -2.541647 -6.500382 8.896320  -0.368
C -3.489176 -7.430623 8.678079  0.847
C -3.912920 -8.322859 9.810796  -1.098
O -3.935113 -7.590214 7.564794  -0.531
H -1.345733 -8.049514 10.811161  0.269
H -0.597795 -6.680782 11.651902  0.377
H -0.164009 -7.060196 9.971774  0.300
H -2.913503 -6.023281 10.900565  0.341
H -1.677392 -5.094969 10.081887  0.330
H -3.321067 -9.239353 9.785685  0.264
H -4.967334 -8.571504 9.678606  0.326
H -3.829273 -7.858221 10.791148  0.337

Cartesian forces (eV/Å) of the 3 atoms listed first:
0.49 0.03 -0.70
-0.23 1.21 -0.44
1.13 -2.82 -0.33